Record 1
Entry from OMol25: a molecular structure, C12H7Cl2O4S (ωB97M-V with the def2-TZVPD basis set).

The geometry in XYZ format:
```
26
Properties=species:S:1:pos:R:3:mulliken_charge:R:1
Cl -2.09259 -2.51012 -3.03014 -0.2069
C -0.51685 -2.36534 -2.38920 0.2631
C 0.38308 -3.36927 -2.48666 -0.5177
C 1.76901 -3.26442 -1.99293 0.2736
O 2.56580 -4.19824 -2.11439 -0.6888
C 2.10720 -1.95874 -1.34643 0.3672
Cl 3.72364 -1.78829 -0.83789 -0.2400
C 1.19137 -0.94623 -1.19154 -0.6231
C -0.17453 -1.04427 -1.77094 0.5857
O -0.93312 -0.08082 -1.74872 -0.6361
H 0.07977 -4.29730 -2.96399 0.4271
H 1.57896 0.05863 -0.98983 0.5084
C -1.72331 3.50612 1.87118 -0.3914
C -0.78483 3.47679 0.83284 -0.5525
C -0.02274 2.32036 0.61494 -0.2612
C -0.24112 1.20841 1.41410 0.3482
S 0.65426 -0.38877 1.03249 1.0401
O 1.79141 -0.42653 1.93903 -0.6728
O -0.36678 -1.40871 1.20209 -0.6738
C -1.10730 1.24386 2.49698 -0.5711
C -1.86896 2.40090 2.71682 -0.4051
H -2.33278 4.39813 2.02399 0.3392
H -0.64265 4.34654 0.18783 0.3421
H 0.72668 2.27272 -0.17577 0.2560
H -1.18908 0.38286 3.15874 0.3579
H -2.57454 2.43170 3.54741 0.3319
```

electronic energy	-56627.0684	eV
Kohn-Sham gap	5.35	eV
E_LUMO	0.0604	Ha
multiplicity	1
highest occupied orbital energy	-3.71	eV
total charge	-1

---

Record 2
Entry from OMol25: a molecular structure, C12H7Cl5NOSc (ωB97M-V with the def2-TZVPD basis set).

The geometry in XYZ format:
```
27
Properties=species:S:1:pos:R:3:mulliken_charge:R:1
Sc 0.53828 1.16167 0.99403 0.8133
Cl -0.97783 -0.99747 3.72269 -0.1591
C 0.38080 -1.55235 2.81943 0.8047
C 0.91187 -0.68997 1.86433 -1.0512
C 1.96865 -1.15289 1.11866 1.6322
Cl 2.53447 0.06020 -0.11364 -0.1989
C 2.57504 -2.38808 1.23223 -0.8004
Cl 3.88079 -2.85120 0.24891 -0.1273
C 2.02851 -3.22449 2.22108 0.8933
Cl 2.69475 -4.76881 2.44348 -0.0949
C 0.92898 -2.81571 3.01189 -0.3562
Cl 0.27840 -3.87113 4.17648 -0.1127
O 0.83925 2.95964 -0.21073 -0.5123
C 0.16673 2.97718 -1.50650 -0.3189
C -0.85951 1.87243 -1.55526 0.5266
C -1.63560 1.71282 -2.68781 -0.6684
C -2.57447 0.69239 -2.71581 -0.2146
C -2.71156 -0.15018 -1.61695 -0.7398
C -1.89400 0.04902 -0.52959 -0.0549
N -0.97907 1.04610 -0.49698 -0.1472
H 1.39075 3.74985 -0.11614 0.3324
H 0.91799 2.82851 -2.28450 0.3811
H -0.30485 3.95099 -1.63991 0.4248
H -1.51466 2.38120 -3.52957 0.4254
H -3.19628 0.55490 -3.59035 0.4601
H -3.43690 -0.95046 -1.60828 0.4317
H -1.95054 -0.58417 0.34880 0.4311
```

electronic energy	-99392.4356	eV
Kohn-Sham gap	6.89	eV
E_LUMO	-0.3045	Ha
multiplicity	1
highest occupied orbital energy	-15.18	eV
total charge	+2

---

Record 3
Entry from OMol25: C12H7N3O4S in the gas phase (ωB97M-V with the def2-TZVPD basis set).

The geometry in XYZ format:
```
27
Properties=species:S:1:pos:R:3:mulliken_charge:R:1
O 1.43343 -7.30977 0.25431 -0.5970
N 0.22574 -7.37719 0.41677 0.9358
O -0.42556 -8.32902 0.38964 -0.5608
C -0.42824 -6.19802 0.55438 0.1303
C 0.01690 -4.94960 0.13967 -0.4581
C -1.02787 -3.90278 0.10295 0.5717
C -0.86992 -2.60633 -0.55441 -0.2807
N -1.47118 -1.60137 -0.01778 -0.3478
C -1.09162 -0.37474 -0.52133 0.2743
C -0.78894 0.79253 0.15645 -0.7621
C -0.25712 1.75656 -0.76547 0.8256
C 0.05031 3.14115 -0.50978 0.2095
C -0.40858 3.97349 0.43529 -0.5723
C 0.31533 5.16208 0.31402 -0.4513
C 1.27506 4.88022 -0.64624 -0.2264
O 1.01965 3.77914 -1.25139 -0.2911
N -0.02399 1.08089 -1.88554 -0.4893
O -0.85512 -0.15748 -1.86118 -0.2260
C -2.17915 -4.27494 0.80428 -0.3639
S -2.07395 -5.92564 1.23068 -0.1034
H 1.11493 -4.84893 -0.11463 0.3520
H -0.01942 -2.52425 -1.26118 0.3529
H -0.96165 1.10455 1.13575 0.4258
H -1.20745 3.78366 1.05416 0.5164
H 0.29439 6.10644 0.88007 0.3651
H 2.03621 5.56767 -1.06647 0.3818
H -3.06596 -3.59746 1.01496 0.3889
```

electronic energy	-36044.9209	eV
Kohn-Sham gap	7.72	eV
E_LUMO	-0.0382	Ha
multiplicity	1
highest occupied orbital energy	-8.76	eV
SMILES string	O=[N+]([O-])c1cc(/C=N/c2cc(-c3ccco3)no2)cs1

---

Record 4
Entry from OMol25: a molecular structure, C12H8BrCoN3O6 (ωB97M-V with the def2-TZVPD basis set).

The geometry in XYZ format:
```
31
Properties=species:S:1:pos:R:3:mulliken_charge:R:1
Co -0.00819 0.07710 -0.05930 0.5143
Br -2.50259 2.50414 -1.57521 -0.0592
C -2.89149 1.08002 -0.39597 0.5749
C -4.23696 0.96673 -0.09653 -0.5498
C -4.67466 -0.03021 0.75484 -0.3082
C -3.73545 -0.88578 1.27983 -0.5705
C -2.41000 -0.72177 0.94373 0.8686
N -1.94361 0.25609 0.10284 -0.2200
C -1.34898 -1.61025 1.47553 0.0346
O -1.53159 -2.53039 2.22671 -0.6422
O -0.17682 -1.25464 1.01295 -0.7286
H -4.93275 1.66449 -0.53567 0.3911
H -5.72652 -0.11828 0.98852 0.4357
H -3.99263 -1.69185 1.95306 0.4745
C 2.88939 -2.03338 1.14521 -1.1413
C 2.95752 -0.87381 0.22381 0.5291
N 1.93884 -0.14436 -0.18982 -0.4211
C 2.44726 0.81886 -1.02586 0.5405
C 3.79917 0.67459 -1.12397 0.2373
N 4.09360 -0.39952 -0.32637 -0.0283
C 4.82468 1.42756 -1.87580 0.3924
O 4.38195 2.43578 -2.59847 -0.5399
O 5.98555 1.10990 -1.80786 -0.6041
C 1.44716 1.73556 -1.58947 0.7984
O 1.71828 2.65010 -2.35017 -0.8141
O 0.26689 1.41568 -1.15365 -0.7165
H 1.85504 -2.19801 1.43627 0.2132
H 3.48887 -1.85018 2.03814 0.3234
H 3.27344 -2.93218 0.66054 0.3235
H 5.02921 -0.75358 -0.19463 0.2394
H 3.39713 2.57285 -2.55210 0.4531
```

electronic energy	-137001.6396	eV
Kohn-Sham gap (spin up / spin down)	9.15 / 8.77	eV
E_LUMO (spin up / spin down)	-0.0279 / -0.0278	Ha
multiplicity	2
highest occupied orbital energy (spin up / spin down)	-9.91 / -9.52	eV

---

Record 5
Entry from OMol25: C12H8OS in the gas phase (ωB97M-V with the def2-TZVPD basis set).

The geometry in XYZ format:
```
22
Properties=species:S:1:pos:R:3:mulliken_charge:R:1
C -0.11145 3.19043 -1.88718 -0.3558
C -1.00430 3.59551 -0.84615 -0.6224
C -1.32897 2.60995 0.11670 -0.1211
C -0.76597 1.34890 0.11144 0.4583
C 0.19542 1.05943 -0.89476 0.5122
C 0.55665 2.00176 -1.87565 -0.7273
O 0.83711 -0.14290 -1.04554 -0.2633
C 0.71567 -1.25384 -0.25503 0.4145
C 1.53227 -2.33067 -0.54112 -0.7516
C 1.43590 -3.47180 0.24253 -0.4961
C 0.55160 -3.48711 1.29704 -0.4938
C -0.23809 -2.37553 1.66968 -0.3923
C -0.17432 -1.25502 0.83572 0.5725
S -1.03981 0.21543 1.41591 -0.3450
H 0.22352 3.99445 -2.54397 0.3139
H -1.45174 4.65497 -0.91362 0.2826
H -2.09314 2.88071 0.90286 0.2662
H 1.23909 1.67344 -2.70845 0.3071
H 2.14737 -2.22956 -1.37288 0.4967
H 2.09834 -4.29704 -0.02177 0.3497
H 0.52173 -4.37459 1.94742 0.3169
H -0.93160 -2.39815 2.58084 0.2780
```

electronic energy	-25455.6936	eV
Kohn-Sham gap	8.45	eV
E_LUMO	0.0329	Ha
multiplicity	1
highest occupied orbital energy	-7.56	eV
SMILES string	c1ccc2c(c1)Oc1ccccc1S2

---

Please write out number 1 again, unchanged.
Entry from OMol25: a molecular structure, C12H7Cl2O4S (ωB97M-V with the def2-TZVPD basis set).

The geometry in XYZ format:
```
26
Properties=species:S:1:pos:R:3:mulliken_charge:R:1
Cl -2.09259 -2.51012 -3.03014 -0.2069
C -0.51685 -2.36534 -2.38920 0.2631
C 0.38308 -3.36927 -2.48666 -0.5177
C 1.76901 -3.26442 -1.99293 0.2736
O 2.56580 -4.19824 -2.11439 -0.6888
C 2.10720 -1.95874 -1.34643 0.3672
Cl 3.72364 -1.78829 -0.83789 -0.2400
C 1.19137 -0.94623 -1.19154 -0.6231
C -0.17453 -1.04427 -1.77094 0.5857
O -0.93312 -0.08082 -1.74872 -0.6361
H 0.07977 -4.29730 -2.96399 0.4271
H 1.57896 0.05863 -0.98983 0.5084
C -1.72331 3.50612 1.87118 -0.3914
C -0.78483 3.47679 0.83284 -0.5525
C -0.02274 2.32036 0.61494 -0.2612
C -0.24112 1.20841 1.41410 0.3482
S 0.65426 -0.38877 1.03249 1.0401
O 1.79141 -0.42653 1.93903 -0.6728
O -0.36678 -1.40871 1.20209 -0.6738
C -1.10730 1.24386 2.49698 -0.5711
C -1.86896 2.40090 2.71682 -0.4051
H -2.33278 4.39813 2.02399 0.3392
H -0.64265 4.34654 0.18783 0.3421
H 0.72668 2.27272 -0.17577 0.2560
H -1.18908 0.38286 3.15874 0.3579
H -2.57454 2.43170 3.54741 0.3319
```

electronic energy	-56627.0684	eV
Kohn-Sham gap	5.35	eV
E_LUMO	0.0604	Ha
multiplicity	1
highest occupied orbital energy	-3.71	eV
total charge	-1

---

Repeat the third record exactly.
Entry from OMol25: C12H7N3O4S in the gas phase (ωB97M-V with the def2-TZVPD basis set).

The geometry in XYZ format:
```
27
Properties=species:S:1:pos:R:3:mulliken_charge:R:1
O 1.43343 -7.30977 0.25431 -0.5970
N 0.22574 -7.37719 0.41677 0.9358
O -0.42556 -8.32902 0.38964 -0.5608
C -0.42824 -6.19802 0.55438 0.1303
C 0.01690 -4.94960 0.13967 -0.4581
C -1.02787 -3.90278 0.10295 0.5717
C -0.86992 -2.60633 -0.55441 -0.2807
N -1.47118 -1.60137 -0.01778 -0.3478
C -1.09162 -0.37474 -0.52133 0.2743
C -0.78894 0.79253 0.15645 -0.7621
C -0.25712 1.75656 -0.76547 0.8256
C 0.05031 3.14115 -0.50978 0.2095
C -0.40858 3.97349 0.43529 -0.5723
C 0.31533 5.16208 0.31402 -0.4513
C 1.27506 4.88022 -0.64624 -0.2264
O 1.01965 3.77914 -1.25139 -0.2911
N -0.02399 1.08089 -1.88554 -0.4893
O -0.85512 -0.15748 -1.86118 -0.2260
C -2.17915 -4.27494 0.80428 -0.3639
S -2.07395 -5.92564 1.23068 -0.1034
H 1.11493 -4.84893 -0.11463 0.3520
H -0.01942 -2.52425 -1.26118 0.3529
H -0.96165 1.10455 1.13575 0.4258
H -1.20745 3.78366 1.05416 0.5164
H 0.29439 6.10644 0.88007 0.3651
H 2.03621 5.56767 -1.06647 0.3818
H -3.06596 -3.59746 1.01496 0.3889
```

electronic energy	-36044.9209	eV
Kohn-Sham gap	7.72	eV
E_LUMO	-0.0382	Ha
multiplicity	1
highest occupied orbital energy	-8.76	eV
SMILES string	O=[N+]([O-])c1cc(/C=N/c2cc(-c3ccco3)no2)cs1

---

- Number 2 is which compound?
  C12H7Cl5NOSc